# 1
Computed, not measured: 7 unconnected molecules or ions with the total composition C6H28N2O6 at a distorted geometry, with the ωB97M-V functional and the def2-TZVPD basis.

Values from the calculation:
* total charge: 0
* HOMO-LUMO gap: 9.55 eV

Element x y z (Å)
C (1.77480, -0.08854, 2.63625)
N (1.49001, -0.16871, 1.09225)
C (0.26586, 0.59363, 0.65583)
C (-0.83104, -0.53815, 0.70958)
N (-2.01874, 0.06499, -0.12094)
C (-3.18968, -0.67702, -0.01626)
C (-3.08282, -2.11375, -0.56220)
C (2.14168, 1.27515, 3.26718)
H (2.54803, -0.73464, 3.06873)
H (0.84356, -0.49548, 3.08233)
H (2.25163, 0.18075, 0.50274)
H (0.33328, 1.00742, -0.41772)
H (-0.05658, 1.48220, 1.36351)
H (-0.26586, -1.52414, 0.44041)
H (-1.27964, -0.59648, 1.71479)
H (-1.86791, 0.09824, -1.13167)
H (-3.49491, -0.68989, 1.00162)
H (-4.02039, -0.14572, -0.57659)
H (-2.61858, -2.75512, 0.10136)
H (-4.04942, -2.28273, -0.92459)
H (-2.40388, -2.15428, -1.30230)
H (1.45680, 1.98705, 2.88509)
H (2.22035, 1.09505, 4.33039)
H (3.00940, 1.75349, 2.86528)
H (2.33618, -2.79814, 0.75724)
H (1.18736, -1.81305, 0.07822)
O (1.70547, -2.71409, 0.02319)
H (-1.94313, 2.23677, -0.38122)
H (-1.88301, 3.40228, -1.49796)
O (-2.07508, 3.19792, -0.50736)
H (0.23630, 3.42878, -0.53366)
H (-0.33786, 4.37823, 0.49799)
O (0.18067, 4.30941, -0.39579)
H (0.48352, -3.77004, -2.16117)
H (1.99321, -3.35207, -2.65512)
O (0.97381, -3.35625, -2.82242)
H (0.76187, 1.01631, -2.71937)
H (0.33933, 2.60434, -2.72938)
O (0.40395, 1.73617, -2.28028)
H (2.21269, -0.99870, -3.25785)
H (1.91013, -1.35082, -1.71851)
O (2.35863, -0.73036, -2.36167)

And the natural (NBO) charges, in e, turn out to be: -0.21, -0.69, -0.28, -0.24, -0.65, -0.20, -0.64, -0.63, 0.20, 0.19, 0.38, 0.26, 0.19, 0.18, 0.20, 0.36, 0.18, 0.19, 0.21, 0.21, 0.20, 0.21, 0.22, 0.21, 0.48, 0.49, -1.01, 0.49, 0.47, -0.97, 0.46, 0.48, -0.94, 0.48, 0.49, -0.97, 0.50, 0.50, -0.99, 0.48, 0.50, -0.98

***

# 2
Computed, not measured: 3 unconnected molecules or ions with the total composition C24H48N2O9P, with the ωB97M-V functional and the def2-TZVPD basis.

Values from the calculation:
* total charge: +1
* HOMO-LUMO gap: 6.10 eV

Element x y z (Å)
C (3.82881, -0.42906, -1.94683)
C (2.69652, -1.03805, -1.11359)
C (1.35360, -0.33227, -1.31498)
C (0.15005, -1.09326, -0.79279)
N (-0.05475, -1.03862, 0.69067)
C (0.80469, -1.88893, 1.41467)
N (0.75061, -3.20975, 1.13649)
C (1.51811, -4.13914, 1.71527)
C (2.42689, -3.77045, 2.67621)
P (3.38052, -5.11890, 3.45546)
O (2.67225, -5.70620, 4.60304)
C (2.50129, -2.40852, 3.00825)
C (3.46340, -1.95692, 4.08662)
O (3.09228, -1.59375, 5.15784)
O (4.74954, -1.94612, 3.65662)
C (1.68683, -1.43723, 2.39763)
C (1.75393, 0.00615, 2.83909)
C (1.84456, 1.09440, 1.76787)
H (3.46896, -0.04949, -2.90113)
H (4.59979, -1.17784, -2.12568)
H (4.30240, 0.37737, -1.38760)
H (2.99460, -0.98557, -0.06039)
H (2.55955, -2.10469, -1.32528)
H (1.36831, 0.69164, -0.94168)
H (1.20400, -0.24495, -2.39605)
H (-0.74756, -0.64741, -1.22020)
H (0.19192, -2.12060, -1.18017)
H (-1.01442, -1.34556, 0.83702)
H (0.10006, -3.50811, 0.41759)
H (1.37726, -5.16817, 1.41302)
H (3.60269, -6.01920, 2.39670)
H (4.63853, -4.56205, 3.72787)
H (5.33732, -2.34551, 4.31521)
H (0.83512, 0.18658, 3.40765)
H (2.56618, 0.15007, 3.54361)
H (1.92632, 2.05210, 2.28407)
H (2.73158, 1.00025, 1.14208)
H (0.94389, 1.14941, 1.16802)
C (-3.88739, -1.98955, -2.05654)
O (-3.23118, -3.00818, -2.77411)
C (-3.75656, -4.29683, -2.49331)
C (-3.43734, -5.26738, -3.60877)
O (-4.26313, -5.12262, -4.74687)
C (-3.98739, -4.03487, -5.61860)
C (-2.76311, -4.23339, -6.48204)
O (-1.57488, -3.96352, -5.75129)
C (-0.44420, -4.56686, -6.33993)
H (-3.75499, -2.12743, -0.97395)
H (-3.44365, -1.04088, -2.35538)
H (-4.95754, -1.96262, -2.28432)
H (-4.84290, -4.24234, -2.36182)
H (-3.30868, -4.66836, -1.55859)
H (-3.64624, -6.27175, -3.23337)
H (-2.37824, -5.22059, -3.87477)
H (-3.92731, -3.09169, -5.07197)
H (-4.85212, -3.98209, -6.28197)
H (-2.81589, -3.54738, -7.33755)
H (-2.74993, -5.26346, -6.85682)
H (-0.55231, -5.65682, -6.37762)
H (0.41949, -4.32087, -5.72422)
H (-0.27278, -4.19002, -7.35421)
C (-0.01924, 3.98129, 4.21630)
O (-0.39488, 4.84461, 3.17223)
C (-1.79507, 5.07201, 3.13168)
C (-2.11461, 6.35745, 2.40252)
O (-1.89989, 7.52445, 3.17514)
C (-0.55814, 7.95758, 3.34373)
C (0.03686, 8.61114, 2.11755)
O (0.45919, 7.63534, 1.17797)
C (0.57403, 8.16449, -0.12370)
H (-0.47524, 2.98945, 4.09021)
H (1.06537, 3.88254, 4.18669)
H (-0.30420, 4.38706, 5.19308)
H (-2.20021, 5.12490, 4.14898)
H (-2.27469, 4.23445, 2.60459)
H (-3.18639, 6.35265, 2.19224)
H (-1.58458, 6.40583, 1.44859)
H (0.08121, 7.14638, 3.69823)
H (-0.60522, 8.71430, 4.12895)
H (0.90548, 9.21172, 2.41958)
H (-0.70982, 9.27457, 1.66530)
H (-0.38828, 8.54978, -0.47981)
H (0.89338, 7.35738, -0.78045)
H (1.31760, 8.96852, -0.16377)

And the Löwdin charges, in e, turn out to be: -0.09, -0.27, -0.20, -0.18, 0.06, -0.19, 0.18, -0.03, -0.21, 0.74, -0.38, -0.02, -0.50, 0.20, 0.12, -0.05, -0.14, -0.07, 0.08, 0.07, 0.08, 0.08, 0.11, 0.11, 0.12, 0.12, 0.11, 0.14, 0.18, 0.15, 0.03, 0.02, 0.14, 0.14, 0.11, 0.08, 0.08, 0.06, -0.12, -0.21, -0.21, -0.19, -0.12, -0.18, -0.20, -0.21, -0.11, 0.08, 0.08, 0.09, 0.13, 0.12, 0.13, 0.12, 0.12, 0.13, 0.13, 0.13, 0.09, 0.08, 0.09, -0.12, -0.20, -0.20, -0.19, -0.12, -0.18, -0.21, -0.20, -0.11, 0.08, 0.08, 0.09, 0.13, 0.13, 0.13, 0.12, 0.12, 0.13, 0.13, 0.13, 0.09, 0.09, 0.09

***

# 3
Computed, not measured: a molecular structure, C7H20ClSiTiTl at a distorted geometry, with the ωB97M-V functional and the def2-TZVPD basis.

Values from the calculation:
* total charge: 0
* HOMO-LUMO gap (spin up / spin down): 5.77 / 5.78 eV

Element x y z (Å)
Tl (-2.88753, 1.45511, 0.09143)
Cl (-2.30463, 3.07875, 1.82226)
C (-3.01004, -0.45940, 1.10842)
C (-3.65247, 1.99487, -1.85267)
H (-4.06808, -0.75654, 1.03305)
H (-2.34694, -1.20836, 0.64221)
H (-2.74133, -0.28636, 2.16535)
H (-4.70673, 1.68343, -1.88825)
H (-3.02941, 1.48321, -2.61376)
H (-3.58358, 3.08837, -1.93765)
Ti (0.17898, 0.05538, -1.32386)
C (1.74436, 1.28585, -2.00298)
C (0.37002, -1.79365, -1.96375)
H (1.80468, 0.94596, -3.05637)
H (1.42749, 2.34591, -2.00810)
H (2.72380, 1.18824, -1.53106)
H (-0.07193, -2.02956, -2.93985)
H (0.94503, -2.59583, -1.47499)
C (3.31422, -0.39849, 0.62755)
Si (1.43268, -0.61186, 0.62800)
C (1.16569, -2.33836, 1.33772)
C (0.80947, 0.56472, 1.97488)
H (3.82307, -1.07143, -0.08135)
H (3.69765, -0.60769, 1.63779)
H (3.56915, 0.63467, 0.35845)
H (2.04776, -2.66151, 1.90805)
H (0.29297, -2.33840, 2.01151)
H (0.97791, -3.06292, 0.53533)
H (1.44970, 0.43102, 2.86509)
H (0.86226, 1.61549, 1.66565)
H (-0.23419, 0.36937, 2.26189)

And the Löwdin charges, in e, turn out to be: 0.72, -0.12, -0.27, -0.27, -0.01, -0.02, 0.00, 0.00, -0.01, -0.01, 0.68, -0.25, -0.22, -0.01, -0.01, -0.03, -0.06, -0.07, -0.23, 0.43, -0.22, -0.24, 0.04, 0.03, 0.01, 0.03, 0.03, 0.00, 0.04, 0.02, 0.00

***

# 4
Computed, not measured: a molecular structure, C8H12O10Rb4S at a distorted geometry, with the ωB97M-V functional and the def2-TZVPD basis.

Values from the calculation:
* total charge: +2
* HOMO-LUMO gap: 5.42 eV

Element x y z (Å)
Rb (2.71434, 2.38118, -2.18390)
Rb (2.19427, 0.02551, 3.61439)
Rb (3.74475, 5.12537, 1.56688)
Rb (4.97488, 1.32902, 1.13805)
S (1.27659, 1.81103, 0.79546)
O (2.32748, 0.75466, 0.75560)
O (0.47427, 1.77496, -0.38647)
O (0.37853, 1.51256, 1.86964)
O (1.82739, 3.14818, 0.99027)
C (-3.01148, 1.70477, 0.96322)
C (-2.25511, 0.45029, 0.72983)
C (-1.91909, -0.18424, 2.06392)
O (-2.65950, -1.34424, 2.08313)
C (-3.14617, -1.58806, 0.90446)
O (-3.57363, -2.76939, 0.76793)
O (-3.07242, -0.52153, 0.13889)
H (-2.64488, 2.55847, 1.53321)
H (-3.96304, 1.53233, 1.46609)
H (-3.32839, 2.22720, 0.06059)
H (-1.29426, 0.64438, 0.25318)
H (-2.09861, 0.47631, 2.91217)
H (-0.84435, -0.35658, 2.12169)
C (0.93247, -0.98289, -3.44121)
C (1.40328, -1.11287, -1.95949)
C (0.30008, -1.33588, -0.86843)
O (0.57082, -2.75349, -0.51784)
C (1.80292, -3.08122, -0.96816)
O (2.38479, -4.08600, -0.53369)
O (2.31858, -2.22441, -1.83368)
H (1.73062, -0.30965, -3.75393)
H (-0.08157, -0.58851, -3.50681)
H (1.00595, -1.94579, -3.94672)
H (1.84267, -0.18021, -1.60567)
H (-0.71490, -1.34416, -1.26572)
H (0.40273, -0.74711, 0.04311)

And the Löwdin charges, in e, turn out to be: 0.99, 1.01, 1.01, 0.98, 0.02, -0.65, -0.39, -0.40, -0.54, -0.02, -0.33, -0.14, 0.11, -0.54, 0.11, 0.13, 0.09, 0.10, 0.09, 0.10, 0.14, 0.09, 0.03, -0.29, -0.02, 0.07, -0.55, 0.12, 0.10, 0.06, 0.10, 0.10, 0.05, 0.14, 0.09